206
Properties=species:S:1:pos:R:3:mulliken_charge:R:1 method="wB97M-V/def2-TZVPD" orbital_gap_ev=8.79 smiles=CC1(C)CCCC(C)(C)N1O.CC1(C)CCCC(C)(C)N1O.CC1(C)CCCC(C)(C)N1O.CC1(C)CCCC(C)(C)N1O.COC[C@H](C)N.COC[C@H](C)N.COC[C@H](C)N.COC[C@H](C)N.CO.CO.CO largest_force_ev_per_a=1.99
C -6.7019 0.6827 -3.1574 -1.835
C -6.1415 0.2793 -1.7781 1.900
C -4.8037 0.9888 -1.6739 -0.662
C -4.1646 0.8042 -0.3008 1.779
C -5.1704 1.2776 0.7656 -2.337
C -6.5912 0.7094 0.6533 2.147
N -6.9966 0.7972 -0.7387 0.351
O -8.3672 0.5004 -0.9170 -0.497
C -6.6321 -0.7358 1.2137 -1.331
C -7.4868 1.6007 1.4936 -2.121
C -5.9852 -1.2451 -1.8248 -2.028
H -7.6628 0.1848 -3.3110 0.537
H -5.9964 0.4321 -3.9426 -0.074
H -6.9306 1.7524 -3.1619 0.495
H -4.1255 0.6473 -2.4613 -0.760
H -4.9127 2.0726 -1.7733 0.616
H -3.3075 1.4594 -0.1180 0.097
H -3.8252 -0.2150 -0.1035 -0.770
H -5.2103 2.3683 0.6985 0.395
H -4.8041 0.9894 1.7554 0.397
H -7.1456 -1.4468 0.5701 0.277
H -5.6560 -1.0843 1.5523 -0.075
H -7.2736 -0.7615 2.1045 0.539
H -7.1336 1.7058 2.5196 0.377
H -7.6381 2.5797 1.0346 0.460
H -8.4918 1.1737 1.5783 0.457
H -5.3977 -1.6774 -1.0150 0.276
H -5.6242 -1.5978 -2.7938 0.536
H -6.9752 -1.7033 -1.7146 0.445
H -8.7004 1.2556 -1.4103 0.350
C 1.6101 3.8382 5.1913 -1.775
C 0.0768 3.8501 5.0673 1.836
C -0.4160 5.2691 5.2953 -1.267
C -1.8666 5.5295 4.8720 -0.699
C -2.0479 5.1021 3.4164 -1.302
C -1.6095 3.6542 3.1644 1.561
N -0.2687 3.4584 3.7126 -0.236
O 0.2408 2.1899 3.3629 1.840
C -2.6976 2.7051 3.6927 -1.493
C -1.4893 3.4451 1.6669 -2.000
C -0.4804 2.8935 6.1476 -1.646
H 1.8735 4.1698 6.2000 0.450
H 2.0833 4.4699 4.4432 0.457
H 1.9416 2.8004 5.1450 -0.150
H -0.3585 5.5274 6.3583 0.355
H 0.2550 5.9679 4.7880 0.468
H -2.0080 6.6105 4.9087 0.461
H -2.5606 4.9974 5.5221 0.291
H -1.5129 5.7731 2.7395 0.447
H -3.1074 5.1759 3.1516 0.358
H -2.3286 1.6727 3.6434 -0.109
H -3.0945 2.8782 4.6939 0.314
H -3.5602 2.7601 3.0226 0.613
H -0.6441 3.9959 1.2660 0.412
H -1.3913 2.3748 1.4657 -0.098
H -2.3786 3.7586 1.1095 0.690
H 0.2756 2.5074 6.8375 0.402
H -0.9262 1.9769 5.7391 0.161
H -1.2590 3.3327 6.7762 0.320
H -0.2316 1.5121 3.8768 -0.534
C -3.2812 -3.9359 -5.0473 -2.057
C -2.3983 -2.9544 -5.8320 2.010
C -2.7415 -3.1157 -7.3116 -1.314
C -2.2834 -1.9519 -8.1967 -0.772
C -2.8000 -0.6090 -7.6696 -1.338
C -2.4065 -0.4025 -6.2138 1.948
N -2.6900 -1.5891 -5.4347 -0.155
O -2.5288 -1.3802 -4.0478 0.916
C -0.9265 0.0172 -6.1383 -1.650
C -3.2315 0.7696 -5.6678 -1.926
C -0.9351 -3.3420 -5.5511 -1.675
H -3.3144 -4.8664 -5.6175 0.485
H -4.3073 -3.5900 -4.9111 0.403
H -2.8654 -4.1502 -4.0615 0.248
H -2.1918 -3.9577 -7.7454 0.368
H -3.8033 -3.3095 -7.4806 0.428
H -2.6517 -2.0664 -9.2203 0.423
H -1.1926 -1.9565 -8.2951 0.326
H -3.8920 -0.7164 -7.7034 0.372
H -2.4710 0.2173 -8.2960 0.400
H -0.5002 -0.0994 -5.1439 -0.237
H -0.2585 -0.3352 -6.9342 0.446
H -0.8031 1.0782 -6.4148 0.690
H -2.8965 1.1283 -4.6971 0.200
H -3.2140 1.5779 -6.4002 0.497
H -4.2826 0.4657 -5.6046 0.298
H -0.7458 -4.4128 -5.6083 0.485
H -0.7755 -3.1012 -4.4885 0.133
H -0.1981 -2.7180 -6.0563 0.317
H -3.4352 -1.3745 -3.7209 -0.209
C 4.5143 -2.5919 0.4794 -1.752
C 4.3654 -3.1599 -0.9598 2.613
C 5.3696 -4.2941 -1.1629 -1.530
C 5.0287 -5.5754 -0.4204 -0.685
C 3.5982 -6.0081 -0.7954 -1.463
C 2.5462 -4.8896 -0.7157 2.188
N 3.0859 -3.6940 -1.3587 -0.115
O 2.0875 -2.6881 -1.4443 0.510
C 1.3356 -5.3630 -1.5317 -2.245
C 2.1158 -4.7158 0.7513 -1.540
C 4.8115 -2.0604 -1.9146 -2.516
H 5.1119 -1.6854 0.4934 0.526
H 4.7546 -3.3444 1.2302 0.253
H 3.5293 -2.2500 0.8307 0.056
H 5.3830 -4.5563 -2.2298 0.510
H 6.3917 -3.9642 -0.9623 0.381
H 5.1094 -5.4448 0.6622 0.271
H 5.6970 -6.3776 -0.7336 0.443
H 3.2776 -6.7882 -0.1026 0.416
H 3.6626 -6.4147 -1.8077 0.387
H 1.2376 -6.4455 -1.4467 0.428
H 0.3962 -4.8686 -1.2859 0.293
H 1.5415 -5.1624 -2.5887 0.558
H 1.7425 -5.6913 1.0733 0.624
H 2.9194 -4.4145 1.4211 0.178
H 1.3076 -3.9896 0.8615 -0.049
H 4.3424 -1.0865 -1.7711 0.256
H 4.8254 -2.3914 -2.9557 0.453
H 5.8763 -1.8632 -1.7279 0.465
H 1.6337 -2.8908 -2.2688 0.018
C 6.0987 0.3478 2.5708 -0.524
O 5.1198 -0.3641 3.3059 -0.351
H 6.4926 1.1478 3.1967 0.327
H 6.8202 -0.3799 2.2124 0.304
H 5.6432 0.8181 1.6924 0.003
H 4.4402 0.1314 3.7697 0.128
C 3.7927 4.9652 -0.6117 -0.289
O 2.9516 5.3027 0.4647 -0.596
H 3.4283 5.4019 -1.5450 0.331
H 4.8122 5.3502 -0.4652 0.373
H 3.9664 3.8844 -0.6800 -0.205
H 2.4627 4.5076 0.7343 0.188
C 4.6263 3.8491 2.8958 -0.283
O 5.1262 3.0989 4.0122 -0.595
H 3.6409 3.4814 2.6053 -0.130
H 4.5938 4.9081 3.1495 0.394
H 5.2988 3.6775 2.0558 0.371
H 4.3895 2.8787 4.5936 0.262
C -1.0400 -3.3623 2.9336 -1.895
C -1.0299 -1.8930 2.4820 1.540
C -2.2552 -1.5022 1.6716 -0.420
O -2.3633 -2.1522 0.4326 0.533
C -3.2544 -3.2430 0.4045 -0.892
N -0.8509 -0.9599 3.5991 0.084
H -1.9599 -3.5396 3.5017 0.431
H -0.1567 -3.5969 3.5226 0.377
H -1.1054 -4.0124 2.0588 0.394
H -0.1973 -1.7563 1.7794 -0.942
H -2.1611 -0.4178 1.5089 -0.409
H -3.1875 -1.5540 2.2617 0.389
H -3.1395 -3.7233 -0.5669 0.197
H -4.3009 -2.9351 0.5225 0.119
H -3.0501 -3.9951 1.1733 0.311
H -0.0950 -1.3324 4.1722 0.008
H -1.6680 -1.0101 4.2063 0.299
C 3.0623 1.0258 0.8554 -1.127
C 2.0206 1.5450 -0.1213 1.336
C 0.9390 0.4978 -0.3122 1.268
O 0.0893 1.0045 -1.3333 -0.326
C -1.0019 0.1489 -1.6312 0.657
N 1.3607 2.7218 0.5386 0.792
H 3.7819 1.8388 1.0132 0.256
H 3.6375 0.1893 0.4557 -0.027
H 2.7770 0.7872 1.8849 -0.197
H 2.5647 1.7291 -1.0462 -0.810
H 0.3156 0.4642 0.5989 -0.389
H 1.2939 -0.5177 -0.5322 -0.006
H -0.5469 -0.7303 -2.0971 0.118
H -1.6971 0.6031 -2.3358 -0.070
H -1.5613 -0.0472 -0.7153 -0.823
H 0.9971 2.2402 1.3596 -1.169
H 0.5573 2.8646 -0.0701 0.449
C 2.5934 -0.4409 7.4581 -1.481
C 3.1015 -0.2442 6.0454 -0.003
C 2.0210 -0.4587 5.0207 0.863
O 1.7660 -1.8371 4.8316 -0.564
C 2.7767 -2.5280 4.1148 -0.818
N 3.7543 1.1177 5.9403 -0.145
H 1.8543 -1.2323 7.5825 0.317
H 2.0736 0.4738 7.7906 0.327
H 3.3896 -0.5576 8.1949 0.410
H 3.9242 -0.9504 5.9174 0.202
H 2.2690 0.0431 4.0771 -0.841
H 1.0985 -0.0041 5.3926 0.255
H 3.0545 -2.0402 3.1756 0.277
H 2.3757 -3.4943 3.8013 0.332
H 3.6290 -2.6868 4.7738 0.352
H 3.4264 1.5610 6.7916 0.250
H 4.7576 0.9863 5.9660 0.337
C 2.6731 0.7527 -5.0941 -1.045
C 2.3682 1.7409 -3.9729 2.328
C 3.5950 2.5623 -3.6361 -0.995
O 4.4667 1.7051 -2.8986 0.111
C 5.8199 2.0656 -2.9233 -0.931
N 1.1510 2.4817 -4.3185 -0.788
H 1.7590 0.2251 -5.3934 -0.032
H 3.3127 -0.0529 -4.7254 0.312
H 3.1091 1.1778 -5.9989 0.314
H 2.2405 1.1179 -3.0761 -0.976
H 3.2422 3.3181 -2.9168 -0.103
H 4.1000 2.9906 -4.5029 0.777
H 6.4256 1.1597 -2.9167 0.202
H 6.0859 2.6530 -2.0300 0.255
H 6.0861 2.7049 -3.7703 0.375
H 0.5236 1.7034 -4.4902 -0.080
H 0.8542 2.9593 -3.4718 0.381